10 unconnected molecules or ions with the total composition C60H150N10 in a non-equilibrium geometry, computed with ωB97M-V/def2-TZVPD.

Calculated values
Kohn-Sham gap, eV: 8.970
Relative energy (zero: lowest compared OMol25 entry of this formula, charge and spin), eV: 5.205
SMILES: CCN(CC)CC.CCN(CC)CC.CCN(CC)CC.CCN(CC)CC.CCN(CC)CC.CCN(CC)CC.CCN(CC)CC.CCN(CC)CC.CCN(CC)CC.CCN(CC)CC
Charge: 0
DFT total energy, eV: -79546.49444
Multiplicity: 1

Geometry as XYZ:
```
220
Properties=species:S:1:pos:R:3:mulliken_charge:R:1
N 12.54 23.37 17.28 0.25
N 11.19 11.27 17.83 0.24
N 11.89 11.58 11.92 0.52
N 14.06 16.58 15.57 1.48
N 17.00 16.45 10.31 -0.01
N 20.62 16.59 18.27 0.27
N 15.31 18.07 20.37 1.13
N 9.14 18.44 13.12 0.50
N 17.00 11.26 16.26 0.08
N 16.70 20.88 13.87 0.97
C 17.63 11.62 17.58 -0.63
C 9.32 19.33 11.96 -0.32
C 16.01 17.10 9.40 -1.01
C 18.25 14.24 10.61 -1.10
C 11.74 10.12 11.88 -0.74
C 16.64 18.47 19.95 -1.28
C 14.44 20.27 14.58 -0.08
C 20.34 15.25 18.76 0.11
C 12.56 18.11 16.97 -0.95
C 16.31 17.89 12.34 0.11
C 9.86 18.90 14.30 0.41
C 8.19 19.14 10.91 -1.41
C 12.74 16.80 16.09 0.93
C 16.76 16.57 11.76 -0.20
C 16.79 19.19 18.61 0.84
C 16.58 22.00 12.94 -0.89
C 18.27 19.49 15.05 0.09
C 14.54 16.77 9.70 -0.12
C 21.49 14.69 19.57 -1.50
C 16.80 8.83 16.91 -1.69
C 16.98 23.37 13.50 -1.12
C 9.33 17.04 12.83 -0.04
C 17.07 15.03 9.96 -0.08
C 14.31 22.61 18.75 -0.96
C 8.94 19.81 15.14 -1.63
C 10.40 13.66 11.81 -0.61
C 11.89 11.84 9.34 -1.30
C 16.40 12.37 15.59 1.94
C 10.55 12.13 12.10 -0.85
C 21.52 18.78 19.27 -1.72
C 15.37 16.87 21.20 -1.00
C 13.16 15.83 13.47 -1.51
C 18.17 20.77 14.30 -1.14
C 20.59 17.61 19.39 0.43
C 13.28 24.19 16.27 0.06
C 14.82 16.23 16.75 0.21
C 14.11 15.50 14.57 1.93
C 9.20 9.85 17.19 -1.22
C 10.30 22.95 18.12 -1.35
C 11.72 9.45 13.27 -0.83
C 8.59 16.17 13.88 -1.45
C 16.28 16.19 16.41 1.75
C 11.21 23.12 16.83 -0.39
C 19.67 16.93 17.25 0.80
C 16.39 12.07 14.13 -1.62
C 15.70 20.96 14.98 0.65
C 15.25 15.63 20.28 -0.30
C 9.77 11.18 17.67 -0.25
C 13.21 22.18 17.73 0.85
C 16.09 10.13 16.48 0.47
C 11.93 12.58 15.73 0.27
C 19.99 16.32 15.88 -1.14
C 18.50 12.89 17.56 -0.85
C 14.70 19.15 21.23 -0.75
C 13.20 19.22 21.27 -1.32
C 11.98 11.30 16.57 -0.80
C 12.59 12.05 10.69 -0.47
C 12.74 25.51 15.89 -1.60
C 11.49 12.39 18.70 -0.85
C 12.99 12.42 19.10 -0.54
H 12.47 21.52 18.22 0.30
H 19.45 15.11 19.36 0.08
H 13.35 11.42 19.30 0.33
H 16.16 14.48 10.22 0.08
H 14.51 16.77 21.86 0.54
H 14.00 17.68 9.93 0.26
H 7.89 20.07 10.44 0.39
H 9.30 11.48 18.61 0.48
H 16.19 18.74 17.82 -0.68
H 18.57 21.58 14.97 0.24
H 14.59 16.94 17.53 -0.30
H 17.72 16.34 12.34 -0.20
H 17.41 11.89 13.82 0.36
H 11.68 10.78 8.99 0.25
H 12.78 18.29 21.69 0.35
H 12.25 18.94 16.33 -0.06
H 13.98 16.32 8.86 0.38
H 13.12 13.14 19.95 0.30
H 8.01 19.31 15.39 0.32
H 17.65 18.67 14.68 -0.62
H 15.17 20.05 20.83 0.59
H 19.31 12.97 18.28 0.43
H 13.66 21.59 16.87 -1.06
H 12.40 12.24 8.50 0.52
H 12.80 19.43 20.33 0.14
H 16.91 16.03 17.30 -1.01
H 16.10 15.56 19.59 -0.29
H 21.41 19.48 20.05 0.47
H 9.85 9.07 17.65 0.32
H 12.64 26.10 16.81 0.33
H 21.33 13.65 19.82 0.44
H 15.60 22.09 12.44 0.39
H 7.50 16.40 13.78 0.35
H 8.36 18.43 10.14 0.39
H 21.03 16.49 15.54 0.34
H 18.63 16.80 17.66 -0.47
H 16.90 18.73 11.99 0.63
H 12.60 9.60 13.89 0.05
H 8.92 16.94 11.82 0.61
H 13.59 12.82 18.22 -0.18
H 10.79 12.50 19.52 0.63
H 11.58 10.48 15.95 0.27
H 21.43 19.40 18.36 0.26
H 14.33 24.26 16.53 0.33
H 16.68 17.13 16.04 -0.77
H 16.98 13.26 15.81 -0.71
H 15.13 15.43 14.12 -0.55
H 16.91 11.60 18.36 0.48
H 15.57 22.04 15.23 -0.57
H 9.32 20.34 12.34 0.54
H 14.57 19.17 14.56 -0.64
H 13.39 18.36 17.66 0.01
H 12.79 13.04 10.87 0.08
H 17.25 17.52 19.99 0.39
H 9.34 13.96 11.95 0.44
H 8.69 15.09 13.68 0.31
H 14.32 15.74 19.68 -0.03
H 16.18 18.11 9.54 0.50
H 22.55 18.49 19.29 0.40
H 10.39 16.71 12.69 -0.18
H 12.37 16.01 16.76 -0.14
H 15.98 12.80 13.44 0.41
H 10.86 9.81 11.39 0.35
H 13.89 23.06 19.64 0.38
H 17.95 13.84 17.80 0.06
H 15.38 12.54 15.91 -0.66
H 19.05 12.90 16.56 0.23
H 16.09 8.01 16.95 0.48
H 18.01 13.54 11.44 0.08
H 16.40 23.66 14.36 0.18
H 11.75 25.41 15.38 0.30
H 18.84 13.71 9.88 0.39
H 15.13 19.07 22.24 0.38
H 10.98 14.24 12.54 -0.21
H 10.93 12.35 9.35 0.24
H 10.77 19.51 14.03 0.19
H 20.82 17.06 20.31 0.54
H 19.29 19.06 15.08 0.60
H 17.22 21.78 12.06 0.45
H 18.74 20.87 13.41 0.63
H 9.34 11.96 16.98 0.19
H 21.82 15.24 20.50 0.35
H 13.58 20.58 15.26 -0.21
H 16.25 16.85 21.95 0.28
H 18.92 14.98 11.08 0.30
H 10.15 11.88 13.08 0.41
H 10.94 12.95 15.50 0.36
H 13.30 23.64 15.27 0.05
H 11.18 22.27 16.12 0.20
H 15.83 11.12 14.01 0.15
H 16.17 15.74 12.03 0.34
H 17.94 19.58 16.11 0.00
H 19.74 18.04 17.04 -0.08
H 8.19 9.63 17.65 0.36
H 16.07 20.54 15.88 -0.14
H 17.25 14.94 8.88 0.58
H 17.22 19.03 20.76 0.25
H 19.72 15.27 15.75 0.21
H 7.29 18.87 11.47 0.34
H 14.94 21.73 18.95 -0.11
H 16.49 15.40 15.66 0.27
H 14.92 23.37 18.28 0.33
H 13.90 14.47 14.94 -1.14
H 14.25 20.50 13.58 0.63
H 11.66 17.86 17.62 0.46
H 13.43 15.21 12.60 0.27
H 9.37 20.28 15.99 0.51
H 18.04 23.42 13.67 0.30
H 14.51 16.13 10.50 -0.38
H 17.29 8.92 17.88 0.33
H 8.85 16.24 14.92 0.28
H 16.17 16.91 8.32 0.40
H 10.76 23.91 16.25 0.37
H 8.57 20.68 14.53 0.33
H 9.79 11.68 11.38 0.39
H 17.77 19.46 18.24 0.57
H 10.74 22.22 18.76 0.31
H 10.30 19.06 11.44 0.15
H 22.39 14.58 18.93 0.30
H 12.36 13.42 16.23 -0.39
H 10.33 23.84 18.77 0.38
H 15.05 14.72 20.92 0.56
H 19.54 17.98 19.49 -0.39
H 12.12 15.53 13.55 0.00
H 11.22 13.38 18.23 0.30
H 9.31 9.72 16.10 0.20
H 16.85 24.19 12.74 0.42
H 11.97 16.99 15.32 -0.77
H 13.55 11.52 10.63 0.61
H 9.28 22.69 17.91 0.42
H 17.57 8.54 16.19 0.37
H 16.17 20.17 18.70 -0.84
H 13.15 16.88 13.20 0.18
H 16.38 17.93 13.47 -0.93
H 20.30 14.64 17.84 0.19
H 15.27 10.37 17.27 -0.16
H 18.29 10.80 17.77 0.40
H 12.47 12.42 14.82 0.39
H 19.45 16.83 15.10 0.12
H 10.22 18.07 15.00 -0.45
H 13.42 25.96 15.23 0.50
H 11.48 8.38 13.23 0.44
H 10.85 9.81 13.88 0.09
H 12.62 9.79 11.29 0.54
H 13.02 11.01 16.71 -0.39
H 14.58 15.22 17.02 -0.75
H 15.58 9.87 15.58 0.18
H 15.25 18.19 12.00 -0.03
H 10.72 14.01 10.84 0.32
H 12.92 20.04 21.92 0.46
```